117
Properties=species:S:1:pos:R:3:forces:R:3 method="wB97M-V/def2-TZVPD" e_homo_ev=-9.727 max_force_ha_per_bohr=0.083 e_lumo_ha=-0.15727 total_charge=+1
Br 2.94033 -2.00898 3.72691 -0.1 0.0 0.0
P 0.26824 0.88046 -7.29898 2.9 0.5 -3.1
P -2.77539 -2.90934 3.92385 -0.1 -2.4 3.5
Si -0.02688 1.05172 -0.94908 0.3 0.2 -1.1
O 5.84715 1.45419 0.24140 -0.1 -0.2 0.2
O -1.52787 -2.09801 3.71635 -0.9 0.7 -2.2
O -2.63191 3.24523 4.07268 0.3 0.1 -0.6
O 0.43488 -0.36556 -0.15373 -0.1 0.5 0.5
O -4.67080 2.43187 3.79068 -0.1 -0.1 0.1
O 5.81386 3.65412 0.26710 -0.2 0.3 -0.3
O 4.33724 0.85864 3.16094 -0.3 -0.7 0.1
O 0.85574 0.60425 -5.96025 -2.3 0.1 1.0
N -2.14582 -4.45957 4.17383 0.7 0.3 0.0
N -4.21155 -3.48807 3.18140 0.3 1.9 -1.2
N 0.62461 -0.48663 -8.25843 0.0 0.3 -0.3
N -3.51650 -2.25307 5.31149 0.0 -0.5 0.0
N 2.11983 -0.71465 2.54423 0.3 -0.2 0.1
N 1.13158 2.25715 -7.78948 0.4 -0.1 0.5
N -1.16454 1.34656 -8.13416 -1.0 -1.0 1.8
C 1.86504 0.52022 3.35017 -0.2 0.5 1.1
C 0.88483 -1.38902 1.97731 0.1 -0.3 -0.2
C 0.56923 0.88648 -2.70096 -0.2 0.3 0.5
C 1.84064 3.00161 -6.75680 0.2 -0.2 0.1
C 0.01414 -1.68788 -7.69981 -0.2 0.0 0.1
C 0.84358 2.53162 -0.18928 -0.3 -0.5 0.8
C 1.76471 2.39382 -9.08322 -0.4 0.2 -0.3
C -5.54621 -3.19116 3.70506 -0.1 0.1 0.1
C -3.49902 2.34369 3.59682 -1.1 -0.2 0.3
C 3.12164 -0.43037 1.45373 0.1 0.1 -0.4
C -1.86865 1.32813 -0.87378 0.0 0.1 0.3
C -1.77367 0.52301 -9.17693 0.0 -0.1 -0.1
C -0.01766 -0.46280 1.18817 -0.3 -0.4 -0.4
C -4.19542 -3.35138 1.71545 0.3 -0.3 -0.1
C -2.19849 1.88301 -7.23725 0.2 0.3 0.1
C 7.02458 2.69369 2.04792 0.1 -0.3 0.3
C -2.53606 -5.31129 5.27964 -0.4 -0.3 -0.2
C 5.44412 0.41022 1.10954 0.2 0.0 0.0
C 4.08687 0.70869 1.77326 0.7 0.1 0.0
C -0.31573 2.63496 4.27656 -0.4 -0.2 0.2
C -0.44722 1.09310 4.32304 -0.2 0.3 0.4
C 0.85000 0.30610 4.48574 -0.4 0.1 0.0
C -2.89497 -2.43921 6.61463 0.2 0.0 0.1
C 6.17735 2.65862 0.80702 0.2 0.1 0.1
C 2.00536 -0.73585 -8.64635 0.2 0.0 0.1
C 3.16946 1.07636 3.93847 0.3 0.6 -0.4
C -1.38024 3.26442 3.38051 0.7 -0.5 0.2
C -3.84505 -0.85590 5.07403 0.0 0.2 -0.3
C -0.77282 -4.70745 3.75619 0.1 0.2 0.2
H 1.25696 3.04804 -5.84168 0.0 -0.1 0.0
H -1.02850 -1.49910 -7.42967 0.1 0.0 0.0
H -4.98479 -3.95632 1.27218 0.0 0.0 0.1
H -4.32357 -0.74055 4.09654 0.0 0.1 0.0
H 1.99670 4.02584 -7.10212 0.0 0.0 -0.1
H -1.05636 0.29503 -9.95781 0.1 -0.1 0.1
H 6.43882 3.11860 2.86349 0.0 0.0 0.0
H -1.03547 0.72388 3.48036 0.2 -0.1 -0.1
H -2.19152 1.70476 0.10216 -0.1 -0.1 0.0
H -0.03607 -4.36705 4.49720 0.0 0.0 0.0
H -3.59437 -5.19452 5.51645 0.0 0.1 0.0
H 0.53258 -2.03618 -6.79864 0.0 0.0 0.0
H 3.35680 0.69783 4.94191 0.1 -0.2 -0.1
H -3.47374 -1.89415 7.36129 0.0 0.1 -0.1
H -1.94429 -5.10721 6.17913 0.0 -0.1 0.0
H -2.96501 2.40149 -7.81228 0.0 0.0 -0.1
H 1.44630 1.30537 2.71689 0.2 -0.5 -0.7
H 0.57517 -0.74638 4.58568 0.1 0.0 0.0
H -2.57486 1.11309 -9.62548 0.0 0.0 0.1
H -1.48512 2.66654 2.46729 0.1 0.2 -0.1
H -6.25429 -3.79078 3.13137 0.1 0.0 -0.1
H 2.68788 -0.80612 -7.78919 0.0 0.0 0.0
H 0.68349 2.99589 4.01580 0.0 -0.1 -0.2
H -2.91682 -3.48230 6.91633 0.0 0.1 -0.1
H 5.41598 -0.49679 0.50690 -0.1 0.1 -0.2
H -0.14225 0.52051 1.64781 0.1 0.0 0.1
H 1.26192 -2.13995 1.27956 0.1 0.0 0.0
H 3.63903 -1.36875 1.26577 0.0 0.0 0.1
H 0.64805 -0.14556 -3.03511 0.0 0.1 -0.2
H -1.04955 0.85578 5.20285 0.0 -0.1 -0.1
H -5.84034 -2.14074 3.61259 0.0 0.0 0.0
H 1.91717 2.34512 -0.10647 0.0 0.2 -0.2
H 2.05165 -1.67550 -9.19938 -0.1 -0.1 0.1
H 2.77430 1.96670 -9.09230 0.0 0.1 0.0
H 7.87225 3.34967 1.85777 -0.1 0.1 0.0
H 6.16922 0.22792 1.90610 -0.1 0.0 0.0
H -3.24232 -3.71437 1.32082 0.0 0.0 0.0
H 3.02808 2.16243 4.01866 -0.2 -0.1 0.2
H 0.63528 3.44738 -0.74141 0.2 0.0 -0.1
H -1.85710 -2.08000 6.65289 0.0 0.0 0.0
H -3.08808 1.46709 3.06988 0.4 0.3 -0.2
H 3.75822 1.67007 1.35834 -0.4 -0.1 0.0
H -4.54217 -0.47302 5.81957 0.0 -0.1 0.1
H 1.84867 3.45066 -9.34956 0.0 0.0 0.0
H -0.55751 -4.20940 2.81417 0.0 0.0 0.0
H 1.30159 0.60395 5.43475 0.1 -0.1 -0.1
H 2.81590 2.56221 -6.51109 0.0 0.1 0.0
H -2.45781 0.44854 -1.13669 0.0 0.0 0.0
H 7.40777 1.73026 2.37487 0.0 0.0 -0.1
H 1.52627 1.40636 -2.78157 0.1 -0.3 -0.2
H -2.20858 -0.41410 -8.81251 0.0 0.0 0.0
H -1.75299 2.61029 -6.55335 0.0 0.0 0.0
H -5.62835 -3.48847 4.74462 0.1 0.1 0.0
H 0.01687 -2.48659 -8.44376 0.0 0.0 0.0
H 0.36534 -1.92968 2.76831 -0.1 0.5 0.1
H 2.59148 -0.19412 0.52871 -0.3 0.0 0.2
H -1.00868 -0.93094 1.19421 0.0 0.0 0.2
H 0.47245 2.68177 0.83440 0.0 0.2 0.0
H -2.68032 1.10204 -6.63796 -0.1 0.0 0.0
H -2.38879 -6.36030 5.01330 0.0 0.0 0.0
H -2.10391 2.12197 -1.58823 0.0 -0.1 0.0
H -0.53993 2.99538 5.28382 0.3 0.2 0.0
H -0.12243 1.43938 -3.34008 0.0 -0.2 -0.2
H 2.36896 0.03138 -9.32292 0.0 0.0 0.1
H -0.63694 -5.77862 3.59832 0.0 0.0 0.1
H -2.94000 -0.23420 5.07322 -0.1 0.1 0.1
H -1.12561 4.28589 3.10364 -0.3 0.1 0.1
H -4.32752 -2.31330 1.39148 -0.1 0.0 0.0
H 1.17230 1.92018 -9.86773 0.0 -0.1 0.1